{"formula": "C2H4N2O2S", "method": "ωB97M-V with the def2-TZVPD basis set", "lumo_ev": 0.06, "homo_energy_ev": -9.51, "e_above_lowest_ev": 3.2014, "gap_ev": 9.56, "total_energy_ev": -20046.2814, "symbols": ["O", "S", "O", "C", "C", "N", "N", "H", "H", "H", "H"], "positions_angstrom": [[-2.772398, -0.559364, -1.200627], [-2.361616, -0.089347, 0.079709], [-3.076796, -0.595881, 1.269017], [-0.619153, -0.503438, 0.091926], [0.093360, 0.782108, -0.306394], [-0.783694, 1.934636, -0.057409], [-1.962200, 1.884714, 0.081974], [-0.473642, -1.152378, -0.671346], [-0.187568, -0.783200, 1.125029], [1.057269, 1.034384, 0.034167], [0.164644, 0.652950, -1.370808]], "forces_ev_per_a": [[-0.78, 0.34, -1.21], [-0.88, -1.31, 2.63], [1.31, 1.40, -1.80], [1.81, 2.43, 4.71], [-1.75, -0.95, -0.88], [0.21, 1.71, -0.39], [-0.04, -1.76, 0.25], [0.23, -2.51, -1.75], [-1.24, -0.13, -1.65], [0.96, -0.09, 0.89], [0.18, 0.87, -0.80]], "nbo_charge": [-0.92, 2.02, -0.89, -0.70, -0.30, -0.08, -0.13, 0.25, 0.26, 0.24, 0.24]}

{"formula": "C39H25ClN8O9STi", "method": "ωB97M-V with the def2-TZVPD basis set", "lumo_ev": [3.02, 3.02], "homo_energy_ev": [0.29, -2.76], "e_above_lowest_ev": 1.2904, "gap_ev": [2.72, 5.78], "total_energy_ev": -117668.2701, "total_charge": -2, "spin_multiplicity": 3, "symbols": ["Ti", "Cl", "C", "C", "C", "C", "O", "C", "C", "N", "C", "C", "C", "C", "C", "C", "C", "C", "N", "C", "C", "H", "H", "H", "H", "H", "H", "H", "H", "H", "H", "O", "C", "C", "C", "C", "C", "C", "C", "N", "C", "C", "N", "H", "H", "H", "H", "H", "H", "H", "O", "C", "O", "C", "C", "C", "C", "C", "C", "O", "N", "O", "O", "N", "O", "O", "H", "H", "N", "C", "N", "C", "C", "C", "C", "C", "C", "S", "H", "H", "H", "H", "H", "H"], "positions_angstrom": [[0.471197, 1.113779, -0.275790], [1.847816, 0.492064, 6.672057], [1.751058, 0.125926, 5.013393], [0.906911, -0.916944, 4.620892], [0.345277, -0.996707, 3.387636], [0.749262, -0.170654, 2.367168], [0.235294, -0.121364, 1.152869], [1.917303, 0.680323, 2.641860], [2.768304, 1.177856, 1.662204], [2.590073, 0.949895, 0.335949], [3.389050, 0.166875, -0.468745], [3.766446, 0.644992, -1.749451], [4.630286, -0.030087, -2.662500], [5.255639, -1.157616, -2.211716], [5.158199, -1.647841, -0.907578], [5.819941, -2.777019, -0.522528], [5.388694, -3.465230, 0.643885], [4.451999, -2.804893, 1.452122], [3.920654, -1.620555, 1.184413], [4.165009, -1.051217, -0.011161], [2.264842, 0.932323, 4.036416], [0.606392, -1.569188, 5.434890], [-0.416354, -1.759981, 3.269215], [3.659477, 1.692042, 2.029398], [3.299635, 1.556493, -2.091376], [4.679777, 0.179236, -3.762045], [5.971077, -1.579967, -2.884377], [6.640553, -3.085892, -1.196301], [5.779127, -4.449021, 0.929792], [4.210084, -3.315245, 2.364346], [2.916023, 1.731628, 4.364985], [0.645335, -0.020246, -1.851719], [-0.076369, -0.167129, -2.895073], [-0.591312, -1.427746, -3.221524], [-1.671251, -1.514228, -4.114747], [-1.984684, -0.532421, -5.044919], [-1.531245, 0.763497, -4.694544], [-0.609398, 0.970305, -3.628551], [-0.173384, 2.281148, -3.157427], [0.549658, 2.479878, -2.057966], [0.755179, 3.835970, -1.871715], [0.209693, 4.475433, -2.964359], [-0.400910, 3.526368, -3.770753], [-0.256313, -2.257198, -2.680830], [-2.340373, -2.384606, -4.098044], [-2.682355, -0.657279, -5.847513], [-1.871159, 1.643891, -5.254796], [1.413546, 4.187261, -1.131432], [0.398338, 5.520353, -3.150985], [-0.731764, 3.601771, -4.743821], [-3.371711, 1.197117, 0.566037], [-2.248097, 1.574738, 0.567301], [-1.363639, 1.274999, -0.417697], [-1.705185, 2.457176, 1.650349], [-2.549534, 2.841573, 2.732456], [-2.170162, 3.780696, 3.664538], [-0.941517, 4.450829, 3.572213], [-0.196520, 4.157060, 2.449520], [-0.473179, 3.158094, 1.522236], [0.506517, 2.690981, 0.756443], [0.874769, 5.190823, 2.130202], [1.778034, 4.953486, 1.317028], [0.741808, 6.251299, 2.729997], [-2.927609, 4.056839, 4.827132], [-2.379001, 4.497859, 5.841473], [-4.104624, 3.552627, 4.948077], [-3.569965, 2.393857, 2.763743], [-0.849204, 5.296669, 4.238370], [-2.368312, -7.299038, -0.642100], [-3.081705, -6.171606, -0.757410], [-2.579713, -5.028518, -0.404845], [-3.432939, -3.996646, -0.773240], [-3.236847, -2.624608, -0.668535], [-4.315328, -1.744432, -0.649150], [-5.520859, -2.196200, -1.157263], [-5.704268, -3.512608, -1.619459], [-4.682369, -4.435265, -1.281810], [-4.680997, -6.171427, -1.478993], [-1.473077, -7.265313, -0.215902], [-2.680185, -8.238809, -1.044795], [-2.254164, -2.383560, -0.182025], [-4.228323, -0.716133, -0.242191], [-6.398954, -1.549570, -1.216456], [-6.603387, -3.692046, -2.164435]], "forces_ev_per_a": [[1.77, -0.34, 0.56], [0.55, 0.15, 1.08], [-0.63, -0.14, -1.91], [0.14, -0.05, 2.40], [-0.73, -0.94, -0.73], [2.06, 1.52, -0.18], [-0.52, -0.23, -0.29], [-0.24, 0.13, 1.37], [0.14, -0.70, 0.76], [-1.41, -0.51, -2.11], [2.97, 0.38, 0.17], [-0.59, -0.45, -0.17], [-1.20, -0.61, 0.50], [1.09, 1.00, -1.11], [-2.45, 1.83, 0.51], [0.45, -2.25, 1.49], [0.98, 0.99, -1.54], [0.50, 0.19, -0.61], [-0.33, -0.31, -0.03], [-0.09, 0.28, -0.67], [-0.29, -0.27, -0.38], [-0.33, -0.13, -0.26], [-0.04, 0.15, -0.44], [0.07, -0.04, -0.31], [-0.20, 0.15, 0.11], [0.08, 0.37, 1.30], [0.35, -0.73, -0.29], [-0.58, -0.37, 0.55], [-0.05, 0.52, -0.09], [-0.52, 0.20, 0.55], [0.15, 0.17, -0.50], [1.01, -0.45, 0.97], [-1.73, 0.81, -1.11], [-1.64, 1.21, -1.32], [0.52, -1.33, -0.32], [0.41, 2.24, 1.70], [1.07, -0.19, 0.00], [-0.24, -0.71, -0.30], [0.48, 1.35, -0.13], [-0.71, 0.33, 0.49], [-0.94, -0.81, -3.17], [0.98, 0.15, 1.14], [0.27, -1.41, 0.09], [0.17, -1.08, 0.99], [0.79, -0.17, -0.18], [-0.42, -0.16, -0.06], [0.05, -0.37, 0.12], [0.24, 0.47, 0.99], [-0.63, -0.04, -0.58], [0.30, 0.22, 1.20], [-1.89, -0.78, -0.28], [2.63, 0.53, 0.08], [-1.60, 0.27, 0.54], [-0.68, 1.70, 1.17], [-1.02, -1.52, -2.13], [0.04, 0.42, 2.12], [-1.03, -0.09, -1.09], [1.12, 2.13, 0.29], [0.10, -1.85, 0.23], [-0.15, -0.08, -0.91], [0.11, -0.89, 0.10], [-1.11, 0.53, 0.98], [0.61, -0.24, -0.62], [-1.42, -2.10, -1.33], [1.72, 1.68, 1.42], [-0.30, -0.06, -0.89], [1.04, 0.43, 0.21], [0.65, -0.18, -0.10], [-0.86, -3.63, -0.92], [0.39, 1.29, -0.09], [-0.04, -0.19, -0.64], [-1.68, -0.33, -0.49], [1.60, -0.06, 2.69], [0.34, 0.40, -0.17], [-0.90, -0.51, -0.60], [1.62, 0.45, 1.28], [-0.83, 0.98, -1.02], [0.11, 0.11, 0.11], [0.53, 0.20, 0.20], [0.57, 2.40, 1.00], [-0.96, 0.33, -0.77], [0.24, -0.75, -0.53], [0.41, 0.08, -0.04], [-0.46, -0.75, -0.05]], "mulliken_charge": [-0.68, -0.29, 0.21, -0.75, -0.70, 0.49, 0.10, 1.87, -1.39, 0.22, 0.40, -0.11, -0.79, -0.82, 0.69, -0.36, -0.65, -0.33, -0.24, 0.48, -1.32, 0.33, 0.43, 0.12, 0.22, 0.27, 0.27, 0.31, 0.33, 0.41, 0.37, -0.04, 0.43, -0.92, -0.16, -0.93, -0.56, 0.26, 0.02, 1.09, -0.45, -1.07, -0.07, 0.66, 0.30, 0.41, 0.25, 0.55, 0.39, 0.28, -0.77, 0.18, -0.28, 1.00, -0.87, -0.28, -0.79, -0.30, 0.88, -0.19, 1.12, -0.62, -0.70, 0.72, -0.76, -0.81, 0.44, 0.49, -0.42, 0.65, -0.65, -0.72, 0.23, -0.53, -0.34, -0.70, 0.87, -0.32, 0.24, 0.21, 0.33, 0.38, 0.37, 0.43]}

{"formula": "C4H8NO2S", "method": "ωB97M-V with the def2-TZVPD basis set", "lumo_ev": 0.90, "homo_energy_ev": -3.76, "e_above_lowest_ev": 7.6514, "gap_ev": 4.66, "total_energy_ev": -20692.4001, "total_charge": -1, "symbols": ["O", "C", "N", "C", "C", "S", "C", "O", "H", "H", "H", "H", "H", "H", "H", "H"], "positions_angstrom": [[-0.054247, 1.889761, 3.281041], [0.730763, 1.696184, 2.383833], [0.991705, 0.558144, 1.643493], [0.092053, 0.271346, 0.683554], [0.346447, 0.898306, -0.740129], [-1.005150, 1.707073, -1.405762], [0.786835, -0.516420, -0.579721], [-0.688791, -2.769627, -0.818138], [1.371750, 2.561098, 2.052008], [-2.324469, -1.053029, -2.411335], [-0.899948, -0.142554, 0.813823], [1.236153, 1.519228, -0.690240], [-1.653320, -0.991326, -2.716047], [-0.883243, -3.636477, -0.448823], [1.816777, -0.575753, -0.242431], [0.136686, -1.415952, -0.805125]], "forces_ev_per_a": [[0.19, -0.25, -0.01], [-0.67, 0.57, 1.10], [-0.90, 1.41, -1.99], [1.58, -3.96, 2.99], [2.17, 0.49, -4.21], [0.56, -0.66, 1.05], [-2.03, 1.82, 1.08], [-0.27, 0.02, -0.07], [-0.13, -0.49, 0.02], [-0.06, -0.03, -0.04], [-0.55, 1.02, 0.21], [-0.21, 0.33, 0.22], [-0.01, -0.04, -0.08], [0.19, 0.06, 0.03], [0.00, -0.07, -0.43], [0.13, -0.22, 0.13]], "nbo_charge": [-0.56, 0.54, -0.52, 0.08, -0.38, -0.03, -0.40, -1.28, 0.09, 0.00, 0.25, 0.21, 0.00, 0.42, 0.21, 0.37]}

{"formula": "C2H6NOS", "method": "ωB97M-V with the def2-TZVPD basis set", "lumo_ev": [0.64, -2.69], "homo_energy_ev": [-9.77, -9.63], "e_above_lowest_ev": 0.5560, "gap_ev": [10.41, 6.94], "total_energy_ev": -16542.4046, "spin_multiplicity": 2, "symbols": ["C", "S", "H", "H", "H", "C", "N", "O", "H", "H", "H"], "positions_angstrom": [[2.319627, 0.199035, 0.995878], [1.624507, -1.351679, 0.240096], [2.647464, 0.057391, 2.012072], [1.557682, 1.008254, 0.925766], [3.183101, 0.598931, 0.457006], [-2.338076, -0.206036, -1.213536], [-1.356266, 0.063676, -0.349608], [-3.373973, 0.470397, -1.341932], [-2.025453, -0.966360, -1.940834], [-0.388283, -0.257723, -0.307435], [-1.850332, 0.384119, 0.522524]], "forces_ev_per_a": [[-1.11, 0.37, -0.85], [0.94, 1.05, 0.59], [-0.08, -0.31, 0.36], [0.44, -0.63, 0.26], [0.00, -0.51, -0.31], [-0.84, 1.38, -2.63], [-1.31, 1.07, 3.17], [1.56, -1.86, 0.89], [-0.44, -0.20, -0.29], [-0.76, -0.52, -0.23], [1.62, 0.18, -0.97]], "nbo_charge": [-0.78, 0.11, 0.23, 0.22, 0.25, 0.52, -0.85, -0.61, 0.10, 0.41, 0.40]}